No. 1
The following is a DFT calculation (the ωB97M-V functional and the def2-TZVPD basis) of a molecular structure, C12H4InO8.

Calculated values
Frontier orbital gap (Eh): 0.2582
Total charge: -1
E_tot (eV): -34058.997
M (g/mol): 390.97
Relative energy (zero: lowest compared OMol25 entry of this formula, charge and spin) (eV): 2.0405

CARTESIAN COORDINATES (ANGSTROEM)
In1 0.358 -0.882 0.022
O1 -0.777 -2.257 0.701
O2 4.832 2.925 -1.433
O3 1.849 -0.572 -1.057
O4 -5.512 -0.315 -0.922
O5 -1.161 0.335 0.297
O6 4.777 3.136 1.464
O7 1.180 0.120 1.442
O8 -5.021 -3.245 -0.579
C1 2.042 0.767 0.899
C2 4.067 2.196 -0.658
C3 -1.913 -1.938 0.325
C4 2.401 0.457 -0.604
C5 3.974 2.333 0.833
C6 -2.103 -0.414 0.099
C7 -3.016 -2.852 0.091
C8 -4.383 -0.866 -0.588
C9 -3.406 0.039 -0.371
C10 2.994 1.692 1.506
C11 3.274 1.337 -1.325
C12 -4.154 -2.311 -0.325
H1 3.278 1.179 -2.394
H2 2.907 1.935 2.554
H3 -2.834 -3.887 0.341
H4 -3.652 1.090 -0.319

Löwdin population analysis, charges in e, atoms 1 to 2: 1.0638 -0.0285

***

No. 2
The following is a DFT calculation (the ωB97M-V functional and the def2-TZVPD basis) of C17H13ClN2O2 in the gas phase.

Calculated values
Frontier orbital gap (Eh): 0.3140
E_tot (eV): -37439.032
Structure (SMILES): O=C(NCc1ccccc1Cl)c1cc(=O)[nH]c2ccccc12
M (g/mol): 312.76
Relative energy (zero: lowest compared OMol25 entry of this formula, charge and spin) (eV): 0.0000

CARTESIAN COORDINATES (ANGSTROEM)
Cl1 1.049 -0.516 -1.488
O1 -4.241 2.767 -1.251
O2 0.014 0.740 2.107
N1 -4.113 0.571 -0.751
N2 0.585 1.758 0.172
C1 1.973 1.903 0.519
C2 2.923 0.827 0.032
C3 -3.491 -0.533 -0.239
C4 -1.633 0.917 0.372
C5 -3.606 1.855 -0.758
C6 -3.457 -2.891 0.214
C7 -2.218 -0.397 0.354
C8 -1.587 -1.535 0.870
C9 -0.278 1.107 0.988
C10 5.212 0.020 0.146
C11 4.894 -1.039 -0.689
C12 3.604 -1.164 -1.162
C13 -2.290 1.975 -0.154
C14 4.236 0.929 0.496
C15 -4.100 -1.788 -0.301
C16 -2.200 -2.764 0.801
C17 2.629 -0.239 -0.809
H1 4.481 1.751 1.152
H2 2.329 2.872 0.153
H3 -5.030 0.458 -1.167
H4 0.310 1.952 -0.778
H5 -5.075 -1.881 -0.756
H6 2.013 1.909 1.614
H7 -1.873 2.971 -0.132
H8 -0.621 -1.432 1.336
H9 3.338 -1.982 -1.814
H10 -3.931 -3.860 0.163
H11 5.643 -1.762 -0.970
H12 6.216 0.134 0.525
H13 -1.706 -3.636 1.203

Löwdin population analysis, charges in e, atoms 1 to 2: 0.7588 0.0542

***

No. 3
The following is a DFT calculation (the ωB97M-V functional and the def2-TZVPD basis) of C16H24N4O2S2 in the gas phase.

Calculated values
Frontier orbital gap (Eh): 0.3493
E_tot (eV): -48708.504
Structure (SMILES): O=C(Nc1nnc(SCC(=O)N2CCCCC2)s1)C1CCCCC1
M (g/mol): 368.53
Relative energy (zero: lowest compared OMol25 entry of this formula, charge and spin) (eV): 0.2616

CARTESIAN COORDINATES (ANGSTROEM)
S1 -1.585 -1.373 -0.424
S2 -2.967 -1.571 -3.152
O1 0.437 -0.411 -2.935
O2 -0.356 -0.675 1.682
N1 0.301 -2.706 0.991
N2 -0.519 -3.633 -1.002
N3 -1.332 -3.374 -2.011
N4 -1.137 1.182 -2.723
C1 -0.274 2.000 -1.890
C2 -1.957 -2.260 -1.901
C3 3.199 -0.428 1.574
C4 2.866 -1.772 2.214
C5 1.477 -1.737 2.873
C6 3.169 0.676 2.626
C7 -2.283 2.799 -0.633
C8 0.395 -1.614 1.821
C9 -0.881 2.210 -0.505
C10 -0.677 0.011 -3.197
C11 -3.134 1.908 -1.533
C12 -2.459 1.739 -2.896
C13 1.403 -0.594 3.890
C14 1.790 0.749 3.273
C15 -0.509 -2.697 -0.107
C16 -1.591 -0.809 -4.097
H1 0.390 -0.532 4.289
H2 -2.222 3.801 -1.066
H3 -0.136 2.969 -2.385
H4 2.473 -0.205 0.789
H5 0.692 1.496 -1.822
H6 -3.070 1.100 -3.529
H7 -0.931 1.257 0.024
H8 1.308 -2.690 3.391
H9 2.081 -0.824 4.715
H10 2.921 -2.565 1.465
H11 1.782 1.515 4.050
H12 -4.125 2.339 -1.676
H13 -0.237 2.880 0.067
H14 -2.744 2.884 0.352
H15 3.605 -1.995 2.988
H16 3.413 1.635 2.166
H17 -3.251 0.926 -1.072
H18 1.050 1.023 2.522
H19 3.924 0.468 3.389
H20 -2.048 -0.222 -4.891
H21 0.921 -3.499 1.084
H22 4.187 -0.480 1.112
H23 -2.359 2.720 -3.379
H24 -1.001 -1.622 -4.522

Löwdin population analysis, charges in e, atoms 1 to 2: 1.1217 0.9060

***

No. 4
The following is a DFT calculation (the ωB97M-V functional and the def2-TZVPD basis) of 8 unconnected molecules or ions with the total composition C48H53N8O6P.

Calculated values
Frontier orbital gap (Eh): 0.3150
E_tot (eV): -84123.245
Structure (SMILES): O=C1OC[C@@](CCCNCc2ccccc2O)(P(O)O)O1.c1ccncc1.c1ccncc1.c1ccncc1.c1ccncc1.c1ccncc1.c1ccncc1.c1ccncc1
M (g/mol): 868.98

CARTESIAN COORDINATES (ANGSTROEM)
P1 -0.073 -0.536 -1.689
O1 -2.781 2.587 1.886
O2 -0.272 0.494 -3.050
O3 -0.052 -1.262 1.567
O4 -1.539 0.023 2.877
O5 -1.536 -1.407 -1.472
O6 -0.654 0.847 0.781
N1 7.189 -1.056 -4.400
N2 -2.964 1.757 -5.563
N3 -4.414 0.443 10.297
N4 8.875 -4.288 2.427
N5 4.017 -2.065 0.242
N6 -5.122 4.950 -3.070
N7 -1.058 3.752 -0.179
N8 -4.328 -2.402 5.038
C1 -3.384 0.488 -5.704
C2 -4.731 -2.389 2.664
C3 1.602 1.440 -0.484
C4 -4.747 1.133 1.187
C5 -4.052 -1.968 3.796
C6 4.247 -2.589 -0.973
C7 9.830 -4.698 3.278
C8 -5.526 7.277 -2.604
C9 7.957 -1.496 -5.409
C10 -5.754 -3.313 2.818
C11 -5.655 6.474 -4.855
C12 6.533 -3.033 -0.480
C13 -2.542 2.379 -6.676
C14 9.940 -1.416 -4.094
C15 0.400 0.438 -0.130
C16 9.771 -5.887 3.987
C17 0.293 3.795 -0.812
C18 -5.324 -3.296 5.158
C19 -5.504 1.006 -1.358
C20 -4.340 1.984 -1.710
C21 1.400 2.945 0.027
C22 -3.397 -0.191 -6.911
C23 9.325 -1.693 -5.307
C24 -2.956 0.477 -8.045
C25 -5.217 5.982 -2.217
C26 -4.818 -1.516 8.957
C27 -6.059 -3.780 4.089
C28 -0.845 -0.108 1.850
C29 8.661 -6.701 3.812
C30 -5.748 7.523 -3.951
C31 7.659 -6.301 2.939
C32 7.814 -5.095 2.275
C33 -5.344 5.215 -4.367
C34 -4.347 -0.860 7.828
C35 -2.520 1.789 -7.929
C36 5.056 -2.029 1.092
C37 -3.962 1.054 9.190
C38 6.323 -2.495 0.781
C39 -3.333 2.549 -0.631
C40 -3.596 2.107 0.825
C41 5.476 -3.084 -1.378
C42 -5.733 0.564 0.139
C43 -3.910 0.452 7.943
C44 7.808 -0.797 -3.237
C45 -4.832 -0.825 10.158
C46 1.072 -0.698 0.815
C47 9.169 -0.958 -3.035
C48 -2.170 3.520 -1.144
H1 6.779 -6.911 2.779
H2 -2.953 -0.020 -9.008
H3 7.060 -4.741 1.580
H4 4.841 -1.603 2.067
H5 -3.538 0.996 7.083
H6 -5.166 -2.540 8.905
H7 8.578 -7.639 4.350
H8 10.675 -4.026 3.383
H9 3.391 -2.603 -1.641
H10 0.330 3.433 -1.894
H11 1.235 3.037 1.159
H12 7.432 -1.695 -6.337
H13 -4.467 -2.003 1.687
H14 -2.207 3.401 -6.534
H15 -6.590 -0.149 0.412
H16 -0.963 0.078 -3.628
H17 -2.243 -0.714 -1.405
H18 -6.850 -4.503 4.245
H19 5.605 -3.498 -2.371
H20 1.725 -1.488 0.308
H21 11.009 -1.557 -3.975
H22 7.162 -0.445 -2.438
H23 7.126 -2.439 1.507
H24 -6.308 -3.668 1.955
H25 -3.322 2.865 2.658
H26 -2.171 2.340 -8.793
H27 1.848 1.403 -1.600
H28 2.538 1.036 0.066
H29 -3.242 -1.249 3.727
H30 -5.263 4.362 -5.033
H31 -1.806 3.087 -2.153
H32 2.405 3.488 -0.179
H33 -1.246 4.586 0.397
H34 -5.591 8.071 -1.871
H35 -5.821 6.631 -5.913
H36 9.616 -0.732 -2.075
H37 9.895 -2.053 -6.154
H38 -2.654 4.539 -1.419
H39 10.572 -6.169 4.658
H40 0.631 4.905 -0.806
H41 -6.231 0.570 -2.123
H42 -4.887 0.808 2.282
H43 -4.321 -1.367 6.866
H44 -5.527 -3.628 6.171
H45 7.511 -3.410 -0.761
H46 -4.216 2.306 -2.800
H47 -3.628 2.077 9.331
H48 1.647 -0.149 1.636
H49 -5.194 -1.294 11.068
H50 -5.031 5.740 -1.175
H51 -3.724 0.010 -4.790
H52 -5.991 8.523 -4.294
H53 -3.744 -1.215 -6.965

Löwdin population analysis, charges in e, atoms 1 to 2: 0.9702 -0.0405

***

No. 5
The following is a DFT calculation (the ωB97M-V functional and the def2-TZVPD basis) of 2 unconnected molecules or ions with the total composition C6H14NO2S.

Calculated values
Frontier orbital gap (alpha / beta) (Eh): 0.2407 / 0.2407
Total charge: -1
E_tot (eV): -22864.932
M (g/mol): 164.25
Relative energy (zero: lowest compared OMol25 entry of this formula, charge and spin) (eV): 3.0976

CARTESIAN COORDINATES (ANGSTROEM)
S1 -1.235 0.937 -1.303
O1 -2.095 -0.239 -1.247
O2 -0.674 1.149 -2.644
N1 -2.348 2.354 -1.211
C1 1.812 -0.927 1.310
C2 -0.162 1.217 0.078
C3 1.025 1.998 -0.556
C4 0.440 -1.941 -0.557
C5 -0.699 -1.401 1.663
C6 0.416 -1.105 0.646
H1 1.724 2.144 0.325
H2 -1.045 -2.523 1.705
H3 1.437 1.392 -1.346
H4 -1.727 -0.959 1.336
H5 -0.498 -1.858 -1.065
H6 0.193 -2.994 -0.295
H7 1.696 -0.006 1.879
H8 2.603 -1.051 0.665
H9 1.257 -1.701 -1.258
H10 -0.482 -1.113 2.752
H11 -2.357 2.541 -0.165
H12 -1.899 3.056 -1.868
H13 0.556 2.943 -0.788
H14 2.062 -1.914 1.946

Löwdin population analysis, charges in e, atoms 1 to 2: 0.4939 -0.4044

***

Values of strongest force on any atom, in order: 9.9, 0.7, 1.8, 5.3, 4.3, all in eV/Å.